1.
C5H4Br4N2S | ωB97M-V/def2-TZVPD

The geometry in XYZ format:
```
16
Properties=species:S:1:pos:R:3:forces:R:3:lowdin_charge:R:1
Br -0.9559 2.8842 -0.1369 0.273 -0.313 0.131 0.642
Br 1.4933 0.8160 3.1125 0.607 -0.397 0.908 0.733
Br -1.3816 2.6720 2.9654 0.116 -0.502 -0.146 0.656
Br 2.8352 3.9449 0.5074 -0.045 0.006 0.051 0.126
S -1.1122 -1.1113 1.5099 0.069 -0.900 -0.763 0.772
N 0.3656 -0.7215 -0.6141 0.067 -0.383 -1.296 0.034
N -0.5438 -1.5538 -0.0110 1.116 1.906 1.168 -0.596
C 0.3597 -1.1470 -1.8860 1.571 3.054 0.554 -0.174
C -0.3098 2.1551 1.4937 -0.577 1.300 0.049 -1.338
C -1.0130 -2.4410 -0.8865 -2.187 -1.445 -0.446 -0.169
C 0.8692 1.5701 1.5806 -0.882 0.653 0.010 -0.944
C -0.5295 -2.1388 -2.1419 -1.569 -3.401 -0.424 -0.072
H -0.7337 -2.7094 -3.0953 0.323 0.956 1.413 0.128
H -1.7468 -3.1409 -0.4810 0.262 0.097 -0.612 0.117
H 0.9240 -0.6131 -2.6448 0.203 -0.065 0.392 0.113
H 1.4794 1.5346 0.7281 0.653 -0.566 -0.989 -0.028
```
Forces are in eV/Å.

Properties
Orbital gap (spin up / spin down) (Ha): 0.249 / 0.205
Charge: 0
HOMO level (spin up / spin down) (eV): -9.1438 / -9.1170
LUMO energy (spin up / spin down) (eV): -2.379 / -3.530

2.
C5H4BrIMgNO4S | ωB97M-V/def2-TZVPD

The geometry in XYZ format:
```
18
Properties=species:S:1:pos:R:3:forces:R:3:lowdin_charge:R:1
I -2.3670 0.4817 -4.9622 -0.036 0.002 -0.033 0.881
Br 1.8950 -1.1078 1.5825 0.075 -0.022 -0.080 -0.109
S -1.9706 1.3772 0.0074 0.023 -0.039 0.348 0.319
Mg 0.1661 -0.0012 0.3099 -0.511 0.212 0.474 0.319
O -3.1137 1.9156 0.6968 0.087 -0.117 0.084 -0.321
O -1.8424 -0.1453 0.1690 0.094 0.189 -0.222 -0.443
O -1.9617 1.6942 -1.4313 -0.343 0.202 -0.020 -0.358
O -0.6473 1.8328 0.6038 0.122 -0.140 -0.125 -0.429
N 0.4540 0.2335 -1.7657 0.148 0.336 -0.032 -0.004
C 1.5175 0.9149 -2.2160 0.045 -0.001 0.019 -0.117
C -0.6696 0.2301 -2.4932 0.714 -1.332 -0.723 -0.242
C 1.5550 1.5188 -3.4505 -0.069 -0.051 0.010 -0.064
C -0.6619 0.7183 -3.8031 -0.039 0.315 0.032 -0.712
C 0.4362 1.3928 -4.2753 0.007 0.041 -0.026 -0.136
H 2.3775 0.9405 -1.5562 -0.008 0.000 0.009 0.116
H -1.4177 -0.4841 -2.1879 -0.300 0.408 0.268 0.105
H 0.4439 1.8039 -5.2765 -0.021 0.003 0.007 0.094
H 2.4375 2.0470 -3.7808 0.011 -0.004 0.009 0.099
```
Forces are in eV/Å.

Properties
Orbital gap (Ha): 0.294
Charge: -1
HOMO level (eV): -5.7198
LUMO energy (eV): 2.289

3.
C5H4ClFN2O2 | ωB97M-V/def2-TZVPD

The geometry in XYZ format:
```
15
Properties=species:S:1:pos:R:3:forces:R:3:lowdin_charge:R:1
Cl -1.6983 2.0403 -0.9730 -1.195 0.368 -0.693 0.807
F 1.5879 -0.0101 -1.9915 0.202 -0.883 0.781 -0.037
O -3.3943 -1.0769 -0.2361 0.018 -0.291 -0.138 0.186
O -2.5825 -0.8728 1.9076 0.814 -0.067 1.284 0.203
N -0.5337 -0.3489 -0.5526 -3.059 1.658 -0.474 0.063
N 0.3902 1.4501 0.3544 1.620 1.494 0.955 -0.008
C 0.6180 -0.8611 0.0284 1.490 -0.619 2.415 -0.357
C -0.6007 0.9380 -0.3835 0.803 -2.521 -0.128 -0.877
C -2.9369 -1.0052 0.8241 -1.008 0.308 -1.207 -0.470
C 1.2122 0.4286 0.8181 0.049 -0.791 -0.827 -0.006
C 1.6883 -0.9422 -0.9704 3.271 0.880 -0.538 -0.079
H 2.8128 -1.0321 -0.6054 -2.415 0.033 -0.927 0.140
H 2.2654 0.7312 0.7703 -0.116 -0.560 0.589 0.095
H 0.6478 2.4577 0.4039 -0.510 -1.416 -0.158 0.165
H 0.5240 -1.8964 0.6056 0.036 2.408 -0.934 0.176
```
Forces are in eV/Å.

Properties
Orbital gap (spin up / spin down) (Ha): 0.305 / 0.291
Charge: 0
HOMO level (spin up / spin down) (eV): -8.2742 / -7.6648
LUMO energy (spin up / spin down) (eV): 0.012 / 0.260

Energy above the lowest of the compared OMol25 structures with the same formula, charge and spin for every record listed, in sequence, given in kJ/mol: 40.7; 35.7; 216.3.